A molecular structure, C27H21ClCoO7PS in a non-equilibrium geometry, computed with ωB97M-V/def2-TZVPD.

Geometry (Å):
Co: -0.571 -0.105 -1.440
O: -3.368 -3.243 -1.446
S: -2.351 -2.491 -0.802
O: -2.268 -1.141 -1.489
O: -1.055 -3.081 -0.703
C: -2.810 -2.066 0.833
C: -3.988 -2.563 1.359
C: -4.302 -2.420 2.689
C: -3.425 -1.731 3.530
C: -2.257 -1.163 2.976
C: -1.916 -1.310 1.645
P: -0.371 -0.596 0.995
C: 0.982 -1.736 1.332
C: 2.234 -1.293 0.885
C: 3.329 -2.072 0.896
C: 3.161 -3.392 1.422
C: 1.956 -3.874 1.896
C: 0.853 -3.038 1.790
C: -0.130 0.911 2.005
C: -1.074 1.922 1.744
C: -1.141 3.054 2.508
C: -0.206 3.286 3.491
C: 0.824 2.379 3.690
C: 0.871 1.201 2.920
H: -4.657 -3.110 0.698
H: -5.075 -3.069 3.122
H: -3.546 -1.744 4.585
H: -1.612 -0.532 3.596
H: 2.314 -0.280 0.488
H: 4.313 -1.781 0.594
H: 3.992 -4.093 1.403
H: 1.795 -4.844 2.308
H: -0.106 -3.461 2.071
H: -1.773 1.943 0.873
H: -1.946 3.813 2.303
H: -0.225 4.202 4.088
H: 1.584 2.545 4.406
H: 1.634 0.503 3.127
Cl: 2.377 5.180 -4.916
C: 1.815 4.178 -3.592
C: 2.779 3.666 -2.771
C: 2.445 2.769 -1.819
C: 1.116 2.254 -1.717
O: 0.862 1.249 -0.966
C: 0.084 2.927 -2.525
C: -1.277 2.454 -2.552
O: -1.706 1.464 -1.932
C: 0.433 3.889 -3.470
H: 3.799 3.931 -2.985
H: 3.114 2.465 -1.021
H: -2.025 3.093 -3.207
H: -0.393 4.267 -4.088
C: 1.202 -1.796 -4.566
C: 0.811 -0.663 -3.649
O: 0.764 0.527 -3.932
O: 0.427 -1.166 -2.470
H: 1.652 -1.530 -5.542
H: 0.218 -2.228 -4.723
H: 1.833 -2.466 -3.949

## Properties
- E_HOMO (alpha / beta): -8.12 / -8.06 eV
- E_LUMO (alpha / beta): -0.4013 / -2.0051 eV
- Multiplicity: 5
- Orbital gap (alpha / beta): 7.71 / 6.05 eV
- Maximum force: 3.405 eV/Å
- Energy: -112945.0598 eV


C27H21FO5S2 in the gas phase in a non-equilibrium geometry, computed with ωB97M-V/def2-TZVPD.

Geometry (Å):
C: -5.891 -2.950 -1.834
C: -4.660 -2.102 -1.728
C: -4.531 -0.909 -2.459
C: -3.485 -0.008 -2.181
C: -2.511 -0.311 -1.206
C: -1.506 0.639 -0.691
C: -0.094 0.416 -1.112
C: 0.483 -0.898 -1.309
C: 1.847 -1.129 -1.164
C: 2.690 -0.044 -1.004
O: 4.004 -0.174 -0.564
C: 4.855 -1.000 -1.313
C: 5.734 -0.376 -2.206
C: 6.444 -1.159 -3.099
C: 6.327 -2.558 -3.063
C: 5.496 -3.168 -2.108
C: 4.775 -2.392 -1.209
C: 2.195 1.280 -0.945
C: 0.840 1.490 -1.046
C: -1.034 0.764 1.129
F: -0.612 -0.548 1.420
S: 0.359 1.791 1.735
O: 1.434 0.878 2.056
O: 0.583 3.007 0.950
C: -0.294 2.430 3.260
C: 0.448 3.285 4.052
C: -0.189 3.888 5.129
C: -1.553 3.615 5.381
C: -2.268 2.758 4.550
C: -1.640 2.222 3.434
S: -2.389 1.125 2.219
O: -3.426 1.793 1.458
O: -2.659 -0.074 2.973
C: -2.601 -1.574 -0.570
C: -3.653 -2.448 -0.814
H: -5.678 -3.923 -1.398
H: -6.755 -2.534 -1.303
H: -6.162 -3.050 -2.881
H: -5.297 -0.681 -3.224
H: -3.424 0.937 -2.733
H: -1.819 1.639 -0.322
H: -0.190 -1.762 -1.410
H: 2.238 -2.155 -1.108
H: 5.805 0.713 -2.192
H: 7.102 -0.675 -3.823
H: 6.873 -3.163 -3.779
H: 5.411 -4.248 -2.057
H: 4.137 -2.824 -0.443
H: 2.890 2.109 -0.742
H: 0.435 2.512 -1.121
H: 1.468 3.527 3.790
H: 0.368 4.570 5.766
H: -2.049 4.093 6.220
H: -3.309 2.557 4.706
H: -1.851 -1.820 0.178
H: -3.712 -3.382 -0.242

## Properties
- E_HOMO: -8.32 eV
- E_LUMO: -0.1643 eV
- Orbital gap: 8.16 eV
- Structure (SMILES): Cc1ccc([C@H](c2ccc(Oc3ccccc3)cc2)C2(F)S(=O)(=O)c3ccccc3S2(=O)=O)cc1
- Maximum force: 3.790 eV/Å
- Energy: -62959.8953 eV


Which of these has the highest energy?
C27H21FO5S2